The following is a quantum chemistry calculation of a structure of composition C35H34O4PRuS, from OMol25.

Properties
strongest force on any atom = 0.0917 hartree/bohr
E_HOMO (spin up / spin down) = 0.040 / 0.106 eV
frontier orbital gap (spin up / spin down) = 4.3 / 4.2 eV
charge = -2
multiplicity = 2

Geometry (Å):
Ru: -0.80600 0.60737 0.23426
C: -1.01844 2.02180 2.51997
C: -0.69741 2.97424 1.52016
C: -1.79688 3.06746 0.63534
C: -2.82584 2.20069 1.10632
C: -2.33716 1.54197 2.26966
C: -3.02675 0.46299 3.04833
C: -4.15468 2.00952 0.44801
C: -1.87167 3.94719 -0.57581
C: 0.60186 3.72515 1.35683
C: -0.15186 1.56977 3.65904
H: -3.05374 0.71064 4.12062
H: -2.51132 -0.48896 2.93299
H: -4.05047 0.31393 2.71156
H: -4.04956 1.53289 -0.52910
H: -4.65912 2.97081 0.29097
H: -4.81675 1.38401 1.04673
H: -2.24475 4.94979 -0.32224
H: -2.53788 3.52023 -1.32689
H: -0.89056 4.06496 -1.04154
H: 0.42418 4.79540 1.20213
H: 1.17183 3.36487 0.49310
H: 1.23921 3.62295 2.23823
H: -0.62004 1.79364 4.62544
H: 0.82491 2.05866 3.64431
H: 0.02441 0.49064 3.61945
O: -4.46841 -1.51255 0.60974
C: -3.55884 -0.91187 0.01697
O: -2.56566 -0.42953 0.66024
C: -3.76020 -0.76251 -1.51655
C: -4.93984 -1.35420 -1.98250
C: -5.32716 -1.35208 -3.31072
C: -4.50556 -0.73336 -4.25064
C: -3.33468 -0.13891 -3.83685
C: -2.93500 -0.12908 -2.48466
S: -1.41211 0.66070 -2.20709
H: -5.57587 -1.83776 -1.25366
H: -6.25514 -1.82925 -3.60650
H: -4.77691 -0.71565 -5.30187
H: -2.69597 0.34005 -4.57057
O: 0.58325 -0.86019 1.13891
P: 1.85397 -1.13547 0.36392
C: 1.94697 -2.89079 -0.03785
C: 0.97861 -3.73609 0.48909
C: 1.00274 -5.09394 0.19945
C: 1.99783 -5.61335 -0.61766
C: 2.96811 -4.77171 -1.14861
C: 2.94023 -3.41510 -0.86082
C: 2.17360 -0.22977 -1.32763
C: 1.11287 0.09375 -2.18958
C: 1.38007 0.75778 -3.38238
C: 2.68757 1.07625 -3.74340
C: 3.74155 0.74388 -2.89631
C: 3.48290 0.09710 -1.69152
C: 3.24394 -0.68113 1.43198
C: 3.39680 0.66723 1.75856
C: 4.43609 1.08132 2.57293
C: 5.33551 0.15002 3.08339
C: 5.18087 -1.19353 2.77985
C: 4.13590 -1.60750 1.96046
H: 0.19979 -3.32177 1.11772
H: 0.23951 -5.74467 0.60815
H: 2.01411 -6.67289 -0.84672
H: 3.74239 -5.17335 -1.79180
H: 3.69795 -2.76513 -1.28389
H: -0.11252 -0.26958 -1.73213
H: 0.55061 1.02439 -4.03688
H: 2.89132 1.59072 -4.68179
H: 4.76145 0.99591 -3.16884
H: 4.31958 -0.14496 -1.03627
H: 2.68798 1.39421 1.37627
H: 4.54194 2.13102 2.81852
H: 6.14644 0.47277 3.72602
H: 5.86899 -1.92450 3.18844
H: 4.01756 -2.66409 1.74997
O: -0.20069 -0.87351 -0.78277